Arrangement P

{"formula": "C43H44BrCl2Ge2N5O2S2Ti", "method": "ωB97M-V/def2-TZVPD", "charge": 0, "symbols": ["Ti", "Br", "C", "C", "C", "C", "C", "C", "N", "N", "C", "C", "C", "C", "O", "C", "N", "C", "C", "C", "C", "H", "H", "H", "H", "H", "H", "H", "H", "H", "C", "C", "Ge", "C", "C", "C", "C", "Ge", "C", "C", "C", "C", "C", "C", "C", "C", "C", "C", "H", "H", "H", "H", "H", "H", "H", "H", "H", "H", "H", "H", "H", "H", "H", "H", "H", "H", "H", "H", "H", "H", "H", "H", "H", "H", "Cl", "C", "C", "C", "Cl", "C", "C", "C", "C", "N", "C", "C", "O", "H", "H", "H", "H", "S", "C", "N", "C", "C", "S", "H", "H", "H", "H", "H"], "coordinates": [[-0.9988, -0.5197, 0.6757], [2.1836, 5.4756, -0.7487], [2.6097, 4.7407, 0.9413], [3.8418, 4.1427, 1.1471], [4.1418, 3.6280, 2.3996], [3.1936, 3.6552, 3.4116], [1.9668, 4.2769, 3.2043], [1.6839, 4.8338, 1.9680], [3.5764, 3.1649, 4.7093], [2.8642, 2.3508, 5.3080], [1.7778, 1.7275, 4.6057], [0.5109, 1.8020, 5.1146], [-0.5911, 1.2588, 4.4311], [-0.4084, 0.5887, 3.2427], [-1.3694, 0.0735, 2.5101], [0.9233, 0.3989, 2.7728], [1.0330, -0.3602, 1.6491], [2.2358, -0.6592, 1.2075], [3.4005, -0.2101, 1.8500], [3.3004, 0.6037, 2.9440], [2.0258, 0.9564, 3.4412], [4.5645, 4.0939, 0.3443], [5.1114, 3.1870, 2.5952], [1.2408, 4.3416, 4.0014], [0.7468, 5.3488, 1.8022], [0.3555, 2.3331, 6.0462], [-1.5929, 1.3528, 4.8300], [2.2873, -1.2791, 0.3196], [4.3624, -0.5128, 1.4604], [4.1922, 0.9518, 3.4491], [-1.4018, -5.3342, -1.4222], [-1.8563, -4.0735, -0.6898], [-0.3729, -3.0020, 0.0603], [0.3765, -3.9508, 1.6442], [1.4447, -4.9898, 1.3070], [1.0432, -3.0742, -1.3017], [1.4394, -2.0120, -2.0164], [0.4535, -0.3265, -1.5984], [-0.7051, 0.0373, -3.1735], [-1.4805, -1.1919, -3.6364], [1.6217, 1.2947, -1.3974], [2.8989, 1.4867, -2.2129], [2.4316, -2.1503, -3.1217], [3.2732, -3.2627, -3.2352], [4.1791, -3.3784, -4.2754], [4.2756, -2.3846, -5.2426], [3.4541, -1.2736, -5.1481], [2.5517, -1.1628, -4.0981], [-2.2539, -5.9191, -1.7794], [-0.8099, -5.9897, -0.7780], [-0.7863, -5.0917, -2.2917], [-2.5381, -4.3141, 0.1270], [-2.4147, -3.4217, -1.3674], [-0.4574, -4.4137, 2.1791], [0.7912, -3.2092, 2.3324], [1.0584, -5.7778, 0.6560], [1.8373, -5.4738, 2.2055], [2.2914, -4.5356, 0.7851], [1.4527, -4.0546, -1.5576], [-0.0745, 0.4206, -3.9801], [-1.3883, 0.8561, -2.9293], [-0.8034, -1.9736, -3.9897], [-2.1711, -0.9590, -4.4514], [-2.0653, -1.6231, -2.8199], [1.8718, 1.3775, -0.3347], [0.9409, 2.1313, -1.5940], [3.5853, 0.6436, -2.1066], [3.4275, 2.3905, -1.8972], [2.6954, 1.5947, -3.2793], [3.2382, -4.0493, -2.4913], [4.8193, -4.2506, -4.3306], [4.9862, -2.4771, -6.0540], [3.5114, -0.4855, -5.8892], [1.9187, -0.2914, -4.0478], [-5.0778, -1.0357, -2.0670], [-4.2583, 0.4520, -1.7394], [-4.7756, 1.6487, -2.2755], [-4.1781, 2.8439, -2.0117], [-4.8403, 4.3026, -2.6759], [-3.0176, 2.9065, -1.1958], [-2.3338, 4.0874, -0.8405], [-1.2307, 4.0097, -0.0373], [-0.7810, 2.7534, 0.4002], [-1.3854, 1.6373, 0.0730], [-2.5090, 1.6962, -0.6949], [-3.1342, 0.4406, -0.9491], [-2.6085, -0.6415, -0.4170], [-5.6583, 1.6025, -2.8983], [-2.6909, 5.0398, -1.2081], [-0.6876, 4.8990, 0.2498], [0.1126, 2.6701, 1.0091], [-3.0979, -2.7008, 2.5443], [-4.1673, -1.4468, 2.5501], [-4.8079, -0.9621, 1.4802], [-5.4532, 0.3290, 1.6279], [-5.8938, 0.3828, 3.0865], [-4.6074, -0.5372, 3.9825], [-4.5323, -1.3265, 0.5763], [-6.2969, 0.4103, 0.9438], [-4.7446, 1.1365, 1.4103], [-6.8583, -0.1026, 3.2289], [-5.9448, 1.4038, 3.4567]]}

---

Arrangement Q

{"formula": "C43H44BrCl2Ge2N5O2S2Ti", "method": "ωB97M-V/def2-TZVPD", "charge": 0, "symbols": ["Ti", "Br", "C", "C", "C", "C", "C", "C", "N", "N", "C", "C", "C", "C", "O", "C", "N", "C", "C", "C", "C", "H", "H", "H", "H", "H", "H", "H", "H", "H", "C", "C", "Ge", "C", "C", "C", "C", "Ge", "C", "C", "C", "C", "C", "C", "C", "C", "C", "C", "H", "H", "H", "H", "H", "H", "H", "H", "H", "H", "H", "H", "H", "H", "H", "H", "H", "H", "H", "H", "H", "H", "H", "H", "H", "H", "Cl", "C", "C", "C", "Cl", "C", "C", "C", "C", "N", "C", "C", "O", "H", "H", "H", "H", "S", "C", "N", "C", "C", "S", "H", "H", "H", "H", "H"], "coordinates": [[-0.4465, -0.4413, 0.3777], [5.8467, -1.8908, -4.6876], [5.6708, -2.7437, -3.0059], [5.7440, -4.1280, -2.9427], [5.6485, -4.7461, -1.7048], [5.4425, -3.9892, -0.5588], [5.3886, -2.6003, -0.6388], [5.5053, -1.9753, -1.8663], [5.4721, -4.7288, 0.6891], [4.7804, -4.4210, 1.6753], [3.7298, -3.4310, 1.6160], [3.7188, -2.5257, 2.6447], [2.7781, -1.4776, 2.7177], [1.8067, -1.3669, 1.7468], [0.8658, -0.4382, 1.7201], [1.7486, -2.3672, 0.7189], [0.6938, -2.2589, -0.1415], [0.4863, -3.2041, -1.0260], [1.3170, -4.3312, -1.1229], [2.4021, -4.4315, -0.3007], [2.6735, -3.4153, 0.6501], [5.8959, -4.7110, -3.8395], [5.7380, -5.8204, -1.6148], [5.2744, -2.0006, 0.2523], [5.4643, -0.8978, -1.9320], [4.4870, -2.6139, 3.4021], [2.8113, -0.7562, 3.5216], [-0.3557, -3.0604, -1.6952], [1.0867, -5.1022, -1.8430], [3.0400, -5.2978, -0.3609], [0.7347, 4.2416, -2.1086], [0.8253, 2.7176, -2.0363], [0.5341, 1.9346, -0.2281], [2.3073, 2.0520, 0.6787], [2.9878, 3.4153, 0.5950], [-0.5138, 3.3179, 0.6932], [-1.6536, 3.1031, 1.3580], [-2.2627, 1.2052, 1.4019], [-2.6227, 0.5550, 3.2595], [-3.3460, 1.3700, 4.3282], [-3.9222, 0.9545, 0.3322], [-5.1124, 1.8958, 0.4905], [-2.4061, 4.2423, 1.9834], [-1.9037, 5.5495, 2.0191], [-2.6219, 6.5884, 2.5811], [-3.8762, 6.3604, 3.1335], [-4.3914, 5.0768, 3.1132], [-3.6605, 4.0423, 2.5471], [0.9701, 4.6036, -3.1133], [1.4202, 4.7342, -1.4202], [-0.2696, 4.5907, -1.8663], [1.8024, 2.3697, -2.3800], [0.0859, 2.2879, -2.7120], [2.9689, 1.2837, 0.2637], [2.1266, 1.7770, 1.7195], [3.3402, 3.6297, -0.4147], [3.8548, 3.4744, 1.2574], [2.3130, 4.2229, 0.8820], [-0.1540, 4.3401, 0.6125], [-1.6317, 0.2864, 3.6421], [-3.1573, -0.3900, 3.1086], [-2.8810, 2.3424, 4.4873], [-3.3435, 0.8475, 5.2877], [-4.3909, 1.5473, 4.0683], [-4.2477, -0.0708, 0.5394], [-3.5905, 0.9628, -0.7096], [-5.5550, 1.8346, 1.4864], [-5.9008, 1.6466, -0.2238], [-4.8367, 2.9359, 0.3192], [-0.9300, 5.7650, 1.6065], [-2.1998, 7.5848, 2.5899], [-4.4387, 7.1738, 3.5731], [-5.3659, 4.8737, 3.5375], [-4.0839, 3.0498, 2.5383], [-3.8665, -1.6627, -2.9065], [-3.6384, -2.3441, -1.3374], [-4.5049, -3.3651, -0.8991], [-4.3541, -3.9261, 0.3354], [-5.4341, -5.1883, 0.8445], [-3.3294, -3.4874, 1.2136], [-3.0972, -3.9928, 2.5169], [-2.0892, -3.4722, 3.2736], [-1.3090, -2.4198, 2.7541], [-1.4989, -1.9303, 1.5499], [-2.4859, -2.4620, 0.7620], [-2.6155, -1.8832, -0.5388], [-1.7729, -0.9238, -0.8740], [-5.2949, -3.7011, -1.5556], [-3.7259, -4.7850, 2.8980], [-1.8928, -3.8335, 4.2720], [-0.5209, -1.9584, 3.3409], [1.6205, -0.6209, -2.6108], [1.3838, -0.0004, -4.1241], [2.3353, 0.3779, -4.9823], [1.9412, 0.6992, -6.3430], [0.4588, 1.0745, -6.2758], [-0.2021, 0.2199, -4.8134], [3.2969, 0.1777, -4.7415], [2.1029, -0.1598, -7.0007], [2.5382, 1.5338, -6.7109], [-0.0769, 0.7327, -7.1577], [0.3164, 2.1478, -6.1616]]}

---

Here are the energies relative to the best structure, in hartree: arrangement P 0.0000; arrangement Q 0.0298.

---

Arrangement P

{"formula": "C14H16O2", "method": "ωB97M-V/def2-TZVPD", "charge": 0, "symbols": ["C", "C", "C", "C", "C", "C", "C", "O", "H", "H", "H", "H", "H", "H", "H", "H", "C", "C", "C", "C", "C", "C", "C", "O", "H", "H", "H", "H", "H", "H", "H", "H"], "coordinates": [[-3.5571, 1.0679, 1.6431], [-3.0220, 2.3547, -0.4449], [-2.7961, 1.3201, 0.3737], [-2.2177, 2.5640, -1.6015], [-1.2677, 1.5624, -1.9328], [-1.7319, 0.4385, 0.0174], [-1.0604, 0.4482, -1.1619], [-0.8017, 1.9066, -3.2319], [-3.6270, 3.1031, -0.2203], [-2.2875, 3.5211, -2.1567], [-2.8172, 1.3600, 2.5097], [-3.9059, 0.1254, 1.8833], [-1.4908, -0.1456, 0.8086], [-0.4654, 1.0668, -3.5801], [-0.2732, -0.2435, -1.3422], [-4.5378, 1.5502, 1.8506], [0.8343, -1.3622, 2.5221], [2.5775, -0.3002, 0.8743], [1.6289, -1.3195, 1.1509], [3.5226, -0.4918, -0.1108], [3.3326, -1.5863, -0.9916], [1.5370, -2.3999, 0.2523], [2.3316, -2.5086, -0.8956], [4.1345, -1.8229, -2.0752], [2.5452, 0.6881, 1.3429], [4.2399, 0.2602, -0.1716], [1.4798, -1.9874, 3.0736], [-0.1943, -1.4361, 2.5618], [0.6369, -2.9746, 0.2464], [4.2170, -1.0250, -2.5478], [2.2211, -3.2940, -1.7391], [0.8148, -0.4396, 3.0931]]}

---

Arrangement Q

{"formula": "C14H16O2", "method": "ωB97M-V/def2-TZVPD", "charge": 0, "symbols": ["C", "C", "C", "C", "C", "C", "C", "O", "H", "H", "H", "H", "H", "H", "H", "H", "C", "C", "C", "C", "C", "C", "C", "O", "H", "H", "H", "H", "H", "H", "H", "H"], "coordinates": [[2.5710, 1.7200, -2.6217], [0.1172, -1.2295, -2.4464], [1.2703, -0.4238, -2.6270], [-1.0923, -0.5411, -2.3005], [1.2244, 1.0322, -2.5194], [-1.1732, 0.8362, -2.6543], [-0.0189, 1.6153, -2.6938], [-2.3272, -1.0645, -1.9830], [0.1908, -2.4276, -2.1284], [2.2996, -1.0340, -2.6175], [-2.3865, -2.0485, -2.2354], [-2.1752, 1.2077, -2.6882], [2.4918, 2.7283, -2.2724], [2.9106, 1.5208, -3.7311], [-0.0268, 2.6749, -3.0301], [3.3914, 1.3859, -1.9846], [1.2514, 2.2401, 2.8968], [-0.5048, -0.6507, 1.1212], [-0.7811, -1.4358, 2.2451], [0.1499, 0.5716, 1.4153], [0.5467, 0.9570, 2.7383], [-0.3679, -1.0606, 3.5884], [0.4897, -0.0419, 3.7479], [-1.5026, -2.5903, 2.0154], [-0.6619, -1.0669, 0.0386], [0.3238, 1.3129, 0.5019], [-0.8148, -1.6323, 4.3598], [-2.0456, -2.9050, 2.7172], [0.4790, 2.9855, 3.2995], [1.5956, 2.6133, 2.0180], [0.8059, 0.2348, 4.7661], [2.1660, 2.1542, 3.3867]]}

---

Arrangement R

{"formula": "C14H16O2", "method": "ωB97M-V/def2-TZVPD", "charge": 0, "symbols": ["C", "C", "C", "C", "C", "C", "C", "O", "H", "H", "H", "H", "H", "H", "H", "H", "C", "C", "C", "C", "C", "C", "C", "O", "H", "H", "H", "H", "H", "H", "H", "H"], "coordinates": [[-0.9659, 3.2191, -0.6289], [0.5740, 1.2301, -0.5303], [0.2910, 2.4875, -1.0186], [1.5330, 0.4020, -1.1104], [2.1040, 0.8026, -2.2993], [1.0423, 2.9284, -2.1168], [1.9254, 2.1131, -2.7784], [2.7505, -0.0461, -3.1518], [-0.0418, 0.8670, 0.2889], [1.8752, -0.5014, -0.6117], [-1.6418, 2.5258, -0.1360], [-1.4777, 3.5503, -1.5285], [0.9614, 3.9428, -2.4711], [2.8549, -0.9313, -2.7688], [2.3776, 2.1721, -3.7627], [-0.8795, 4.1056, 0.0035], [-1.8115, -0.4199, 3.3486], [0.1270, -1.5633, 2.2050], [-1.2250, -1.2266, 2.2208], [0.6840, -2.3204, 1.1785], [-0.1601, -2.8265, 0.2047], [-2.0287, -1.7123, 1.1941], [-1.5187, -2.5423, 0.2040], [0.3105, -3.5250, -0.8929], [0.7731, -1.1452, 2.9682], [1.7492, -2.5118, 1.1645], [-2.6457, 0.1684, 2.9857], [-1.1362, 0.3333, 3.7629], [-3.0569, -1.4332, 1.1713], [0.9792, -4.1639, -0.6333], [-2.1406, -2.9012, -0.6002], [-2.1823, -1.0777, 4.1391]]}

---

Arrangement S

{"formula": "C14H16O2", "method": "ωB97M-V/def2-TZVPD", "charge": 0, "symbols": ["C", "C", "C", "C", "C", "C", "C", "O", "H", "H", "H", "H", "H", "H", "H", "H", "C", "C", "C", "C", "C", "C", "C", "O", "H", "H", "H", "H", "H", "H", "H", "H"], "coordinates": [[1.4863, 2.6689, 1.5014], [1.1325, 0.5961, -0.0610], [1.9836, 1.5021, 0.6950], [1.7197, -0.4028, -0.8089], [3.3597, 1.2735, 0.6014], [3.1526, -0.4946, -0.9413], [3.9599, 0.2835, -0.1367], [3.5043, -1.3593, -2.0042], [0.0462, 0.6831, 0.1492], [1.1037, -1.1980, -1.2726], [0.4062, 2.5883, 1.6027], [1.6480, 3.6856, 1.1306], [3.8865, 2.1805, 1.1033], [5.0520, 0.1815, -0.0728], [4.3871, -1.3578, -1.9913], [1.8678, 2.6469, 2.5603], [-1.9199, -2.3270, -1.9405], [-3.1366, 0.7187, -0.1464], [-2.6406, 0.3025, 1.2016], [-3.0235, -0.1893, -1.1222], [-2.3869, -1.3706, -0.8271], [-2.3240, -1.0063, 1.5479], [-2.0616, -1.8303, 0.4418], [-2.7780, 1.4204, 2.0971], [-3.4319, 1.7449, -0.3453], [-3.2411, 0.0451, -2.1808], [-2.1577, -1.5836, 2.5848], [-2.3118, 1.1889, 2.9162], [-1.9453, -3.4053, -1.7613], [-0.9746, -2.0681, -2.2584], [-1.5925, -2.7999, 0.5399], [-2.7702, -2.3176, -2.8023]]}

---

Here are the energies relative to the best structure, in hartree: arrangement P 0.0882; arrangement Q 0.0910; arrangement R 0.0000; arrangement S 0.0728.

---

Arrangement P

{"formula": "C6H8S", "method": "ωB97M-V/def2-TZVPD", "charge": 0, "symbols": ["C", "C", "C", "C", "C", "C", "H", "H", "H", "H", "H", "H", "H", "H", "S"], "coordinates": [[-2.0662, -0.2837, -0.0135], [-0.5695, -0.4453, -0.1613], [0.0246, -1.6479, -0.1572], [1.6590, 0.2053, -0.4027], [1.3646, 1.5978, -0.0014], [0.4278, 0.5075, 0.3232], [-2.5392, 0.6866, -0.5691], [-2.2011, 0.0298, 1.0783], [-2.7626, -1.1127, -0.1567], [-0.4361, -2.5819, -0.1169], [1.4814, 0.0965, -1.4946], [1.8537, 1.9015, 0.9988], [1.2971, 2.3142, -0.8042], [0.6567, 0.1798, 1.3653], [1.8099, -1.4476, 0.1122]]}

---

Arrangement Q

{"formula": "C6H8S", "method": "ωB97M-V/def2-TZVPD", "charge": 0, "symbols": ["C", "C", "C", "C", "C", "C", "S", "H", "H", "H", "H", "H", "H", "H", "H"], "coordinates": [[-0.3218, -1.5513, -0.6755], [-0.7966, -0.3521, -0.4251], [1.6271, -1.4317, 0.9041], [1.0872, -1.9300, -0.3390], [0.0607, 0.6181, 0.1779], [-0.5428, 1.9060, 0.8177], [3.0926, -1.5174, 1.5640], [-0.8072, -2.3975, -1.0334], [-1.8495, -0.1198, -0.5553], [1.1312, -2.9847, -0.3658], [1.7989, -1.5276, -1.1345], [1.1349, 0.5558, 0.0613], [-0.8114, 2.4995, -0.0878], [0.3804, 2.4309, 1.4831], [-1.2857, 2.0174, 1.6154]]}

---

Here are the energies relative to the best structure, in hartree: arrangement P 0.0000; arrangement Q 0.0278.